*1*
The following is a DFT calculation (ωB97M-V/def2-TZVPD) of a 3-piece molecular cluster, C4H14NO3 overall.

Properties
HOMO: -4.3 eV
lowest unoccupied orbital energy: 0.1214 Ha
total charge: -1
2S+1: 1
orbital gap: 7.6 eV

Atoms and positions in Å:
1 C -2.16 -0.04 -2.15
2 N -0.73 -0.30 -2.23
3 C -0.48 -1.13 -3.42
4 C -0.26 -1.02 -1.01
5 C -0.30 -0.14 0.24
6 O 0.14 -0.91 1.32
7 H -2.39 0.56 -1.27
8 H -2.77 -0.95 -2.05
9 H -2.46 0.61 -2.98
10 H 0.48 -1.62 -3.31
11 H -0.35 -0.47 -4.28
12 H -1.31 -1.84 -3.59
13 H -0.89 -1.89 -0.80
14 H 0.79 -1.22 -1.24
15 H -1.30 0.22 0.49
16 H 0.34 0.74 0.08
17 H 0.65 2.50 4.07
18 H 1.81 1.65 3.50
19 O 1.60 2.40 4.20
20 H 0.88 -0.45 1.82
21 H 2.10 1.19 1.52
22 O 1.92 0.69 2.32



*2*
The following is a DFT calculation (ωB97M-V/def2-TZVPD) of a 3-piece molecular cluster, C4H14NO3 overall.

Properties
HOMO: -3.4 eV
lowest unoccupied orbital energy: 0.1364 Ha
total charge: -1
2S+1: 1
orbital gap: 7.1 eV

Atoms and positions in Å:
1 C 1.60 0.98 -0.67
2 C 0.32 0.88 0.12
3 C -0.81 1.26 -0.88
4 N 0.19 -0.57 0.66
5 C -0.53 -1.50 -0.20
6 O -1.75 -1.56 -0.46
7 H 1.63 0.45 -1.63
8 H 1.84 2.11 -1.08
9 H 2.60 0.77 -0.10
10 H 0.13 1.50 0.98
11 H -0.57 0.74 -1.78
12 H -1.74 0.71 -0.59
13 H -0.90 2.33 -0.96
14 H -0.23 -0.42 1.55
15 H 0.12 -1.48 -1.08
16 H -0.33 -2.46 0.40
17 H 2.79 -0.24 1.81
18 H 2.17 -1.48 1.14
19 O 3.01 -1.14 1.36
20 H -3.59 0.13 0.02
21 H -2.59 -0.81 0.48
22 O -3.34 -0.19 0.92



What are the relative energies? In hartree: *1* 0.0000; *2* 0.0458.



*1*
The following is a DFT calculation (ωB97M-V/def2-TZVPD) of one molecule with the formula C9H13NO2.

Properties
HOMO (spin up / spin down): -7.1 / -8.0 eV
lowest unoccupied orbital energy (spin up / spin down): -0.0146 / 0.0106 Ha
2S+1: 1
orbital gap (spin up / spin down): 6.7 / 8.2 eV

Atoms and positions in Å:
1 C 0.99 -1.72 1.82
2 C -0.27 2.08 -0.83
3 C 1.31 2.10 -0.44
4 C -0.78 1.25 0.20
5 C 1.51 0.68 0.03
6 C 0.06 -0.74 1.60
7 C 0.13 0.04 0.29
8 C -0.21 -0.96 -0.84
9 C -1.54 -1.61 -0.73
10 N 1.68 -2.59 2.19
11 O -1.16 -1.08 2.13
12 O 0.71 -1.55 -1.63
13 H -0.59 3.10 -0.89
14 H -0.36 1.72 -1.87
15 H 1.77 2.47 -1.40
16 H 1.33 2.77 0.44
17 H -0.70 1.82 1.09
18 H -1.74 0.98 0.12
19 H 2.13 0.09 -0.55
20 H 2.08 0.76 0.97
21 H -1.47 -2.31 0.19
22 H -1.86 -1.98 -1.68
23 H -2.18 -0.81 -0.46
24 H -1.33 -2.02 2.23
25 H 0.48 -2.49 -1.98



*2*
The following is a DFT calculation (ωB97M-V/def2-TZVPD) of one molecule with the formula C9H13NO2.

Properties
HOMO: -8.3 eV
lowest unoccupied orbital energy: -0.0238 Ha
2S+1: 1
orbital gap: 7.7 eV

Atoms and positions in Å:
1 C -2.31 -0.49 -0.08
2 C -1.38 -1.47 0.17
3 C -0.50 -0.01 -1.57
4 C -1.71 0.47 -0.91
5 C -0.16 -1.10 -0.60
6 C -0.06 1.08 0.58
7 C 0.68 -0.22 0.40
8 C 2.06 -0.18 -0.26
9 C 0.77 -0.93 1.80
10 N 0.18 2.32 -0.09
11 O -0.32 3.29 0.42
12 O 0.82 2.30 -1.14
13 H -3.30 -0.40 0.33
14 H -1.57 -2.32 0.66
15 H -0.79 -0.37 -2.59
16 H 0.26 0.68 -1.79
17 H -2.21 1.43 -1.13
18 H 0.58 -1.83 -0.98
19 H -0.64 1.40 1.48
20 H 2.78 0.27 0.34
21 H 2.09 0.61 -0.94
22 H 2.44 -1.09 -0.59
23 H 0.66 -0.26 2.64
24 H 1.70 -1.48 2.03
25 H -0.08 -1.72 1.83



*3*
The following is a DFT calculation (ωB97M-V/def2-TZVPD) of a 2-piece molecular cluster, C9H13NO2 overall.

Properties
HOMO: -8.4 eV
lowest unoccupied orbital energy: 0.0261 Ha
2S+1: 1
orbital gap: 9.1 eV

Atoms and positions in Å:
1 C -1.74 -1.15 -2.31
2 C -1.08 -0.06 -1.50
3 C -1.40 0.11 -0.16
4 C -0.93 1.16 0.63
5 C -0.08 2.06 0.04
6 O 0.41 3.09 0.82
7 C 0.32 1.89 -1.27
8 C -0.08 0.79 -2.01
9 H -2.73 -1.26 -1.87
10 H -1.24 -2.12 -2.25
11 H -1.70 -0.94 -3.38
12 H -2.12 -0.60 0.24
13 H -1.25 1.23 1.66
14 H 1.05 3.55 0.28
15 H 0.97 2.56 -1.83
16 H 0.33 0.58 -2.99
17 C 2.01 -0.40 1.78
18 C 0.82 -1.20 2.26
19 N 0.52 -2.25 1.41
20 O 0.14 -0.94 3.21
21 H 1.92 -0.15 0.73
22 H 2.85 -1.10 1.90
23 H 2.11 0.46 2.42
24 H -0.31 -2.81 1.49
25 H 1.20 -2.50 0.69



What are the relative energies? In hartree: *1* 0.1815; *2* 0.2607; *3* 0.0000.



*1*
The following is a DFT calculation (ωB97M-V/def2-TZVPD) of C9H13NO2 as an isolated structure.

Properties
HOMO (spin up / spin down): -7.9 / -7.9 eV
lowest unoccupied orbital energy (spin up / spin down): -0.0266 / -0.0266 Ha
2S+1: 1
orbital gap (spin up / spin down): 7.2 / 7.2 eV

Atoms and positions in Å:
1 C 1.74 -0.72 1.06
2 C 0.03 -0.07 -0.09
3 C 3.66 -2.03 0.56
4 C 2.85 -1.03 0.25
5 C -0.98 0.16 1.09
6 C -1.87 0.69 -0.05
7 C 2.94 -0.21 -1.00
8 C -3.17 -0.21 -0.32
9 C -2.38 2.06 0.13
10 N -0.82 0.46 -1.02
11 O -0.72 0.67 -2.27
12 O 1.35 -0.88 2.15
13 H 4.41 -2.40 -0.26
14 H 3.60 -2.73 1.40
15 H -1.41 -0.66 1.68
16 H -0.39 0.94 1.69
17 H 3.66 0.65 -1.16
18 H 1.99 0.19 -1.27
19 H 3.19 -0.74 -1.92
20 H -3.38 -0.24 -1.34
21 H -3.97 0.13 0.26
22 H -2.86 -1.23 0.05
23 H -2.71 2.46 -0.85
24 H -1.57 2.70 0.46
25 H -3.18 2.02 0.76



*2*
The following is a DFT calculation (ωB97M-V/def2-TZVPD) of a 2-piece molecular cluster, C9H13NO2 overall.

Properties
HOMO: -8.6 eV
lowest unoccupied orbital energy: 0.0270 Ha
2S+1: 1
orbital gap: 9.4 eV

Atoms and positions in Å:
1 C -1.70 -0.87 1.61
2 C -0.27 -0.61 1.25
3 C 0.64 -1.59 0.90
4 C 2.01 -1.34 0.70
5 C 2.42 -0.02 0.78
6 O 3.69 0.38 0.52
7 C 1.51 1.00 1.01
8 C 0.17 0.72 1.28
9 H -2.34 -1.37 0.86
10 H -2.26 0.05 1.70
11 H -1.80 -1.43 2.54
12 H 0.27 -2.58 0.70
13 H 2.63 -2.20 0.56
14 H 4.18 -0.22 -0.04
15 H 1.81 2.03 1.04
16 H -0.49 1.53 1.53
17 C -0.46 -0.13 -2.08
18 C -0.98 1.28 -2.03
19 N -2.31 1.40 -1.67
20 O -0.33 2.27 -2.28
21 H 0.42 -0.11 -1.44
22 H -0.18 -0.44 -3.09
23 H -1.21 -0.77 -1.74
24 H -2.53 2.33 -1.35
25 H -2.89 0.70 -1.26



What are the relative energies? In hartree: *1* 0.2746; *2* 0.0000.



*1*
The following is a DFT calculation (ωB97M-V/def2-TZVPD) of a 2-piece molecular cluster, C9H13NO2 overall.

Properties
HOMO: -7.9 eV
lowest unoccupied orbital energy: 0.0226 Ha
2S+1: 1
orbital gap: 8.5 eV

Atoms and positions in Å:
1 C -1.51 -3.66 0.39
2 C -1.95 -2.19 0.55
3 C -2.82 -1.78 1.52
4 C -3.02 -0.47 1.64
5 C -2.28 0.49 0.80
6 O -2.51 1.77 1.05
7 C -1.32 0.02 -0.11
8 C -1.32 -1.38 -0.34
9 H -1.55 -4.21 -0.60
10 H -1.85 -4.36 1.07
11 H -0.47 -3.59 0.62
12 H -3.38 -2.64 2.09
13 H -3.66 0.03 2.23
14 H -1.71 2.27 1.24
15 H -0.72 0.76 -0.48
16 H -0.65 -1.78 -1.25
17 C 4.19 1.65 -0.82
18 C 2.79 2.20 -1.04
19 N 2.62 3.21 -1.95
20 O 1.86 1.67 -0.43
21 H 4.45 0.78 -0.17
22 H 4.77 2.43 -0.35
23 H 4.81 1.34 -1.57
24 H 1.77 3.80 -1.81
25 H 3.44 3.64 -2.30



*2*
The following is a DFT calculation (ωB97M-V/def2-TZVPD) of a 2-piece molecular cluster, C9H13NO2 overall.

Properties
HOMO: -8.6 eV
lowest unoccupied orbital energy: 0.0280 Ha
2S+1: 1
orbital gap: 9.4 eV

Atoms and positions in Å:
1 C 3.88 -1.35 1.09
2 C 2.45 -1.39 0.60
3 C 1.54 -0.40 0.84
4 C 0.43 -0.20 0.02
5 C 0.11 -1.23 -0.84
6 O -1.02 -1.18 -1.66
7 C 0.90 -2.38 -0.94
8 C 2.04 -2.49 -0.19
9 H 4.49 -1.34 0.18
10 H 4.15 -2.22 1.69
11 H 4.09 -0.50 1.75
12 H 1.71 0.35 1.61
13 H -0.21 0.65 0.08
14 H -0.84 -0.84 -2.54
15 H 0.70 -3.19 -1.62
16 H 2.58 -3.42 -0.05
17 C -2.61 2.04 -1.11
18 C -2.29 2.51 0.28
19 N -3.07 1.92 1.24
20 O -1.32 3.19 0.54
21 H -2.80 2.91 -1.76
22 H -3.60 1.60 -1.28
23 H -1.79 1.51 -1.59
24 H -3.22 2.17 2.21
25 H -3.89 1.47 0.86



What are the relative energies? In hartree: *1* 0.0518; *2* 0.0000.